Entry from the Open Molecules 2025 dataset: a molecular structure, C32H28N9O5S2Tl (ωB97M-V with the def2-TZVPD basis set).

Atoms and positions in Å:
Tl (-0.752, -0.302, 0.088)
O (-3.912, 2.181, -2.922)
C (-3.625, 1.322, -2.124)
N (-2.703, 0.317, -2.408)
C (-3.018, -0.789, -2.941)
C (-4.386, -1.184, -3.283)
C (-4.631, -2.377, -3.831)
C (-3.558, -3.326, -4.114)
C (-2.279, -3.048, -3.845)
C (-1.908, -1.767, -3.243)
N (-0.721, -1.425, -2.944)
C (0.409, -2.141, -3.335)
O (0.747, -2.216, -4.495)
C (1.257, -2.684, -2.221)
C (2.500, -3.209, -2.536)
C (3.264, -3.739, -1.508)
C (2.746, -3.735, -0.224)
C (1.485, -3.191, -0.010)
N (0.752, -2.664, -0.987)
C (-4.153, 1.337, -0.713)
C (-4.810, 2.475, -0.263)
C (-5.252, 2.494, 1.050)
C (-5.027, 1.380, 1.845)
C (-4.386, 0.281, 1.289)
N (-3.956, 0.253, 0.031)
H (-5.181, -0.480, -3.081)
H (-5.645, -2.663, -4.078)
H (-3.822, -4.279, -4.554)
H (-1.489, -3.752, -4.065)
H (2.836, -3.193, -3.563)
H (4.244, -4.153, -1.707)
H (3.302, -4.143, 0.609)
H (1.046, -3.163, 0.982)
H (-4.948, 3.309, -0.936)
H (-5.758, 3.364, 1.448)
H (-5.345, 1.355, 2.878)
H (-4.199, -0.608, 1.881)
C (4.137, 0.284, 1.480)
C (2.818, 0.036, 0.805)
N (1.753, -0.385, 1.375)
N (1.807, -0.576, 2.722)
C (0.752, -1.067, 3.419)
N (0.895, -0.933, 4.738)
S (-0.604, -1.819, 2.748)
C (2.732, 0.247, -0.669)
C (3.848, 0.053, -1.478)
C (3.725, 0.238, -2.845)
C (2.503, 0.631, -3.365)
C (1.447, 0.811, -2.484)
N (1.553, 0.617, -1.173)
H (4.037, 0.699, 2.482)
H (4.737, 0.981, 0.900)
H (4.695, -0.654, 1.570)
H (2.499, -0.053, 3.289)
H (1.644, -0.347, 5.109)
H (0.156, -1.280, 5.322)
H (4.790, -0.249, -1.044)
H (4.574, 0.076, -3.496)
H (2.362, 0.789, -4.425)
H (0.466, 1.105, -2.841)
N (-1.437, 2.814, 0.583)
C (-0.415, 2.785, 1.552)
C (-0.697, 2.363, 2.852)
C (0.316, 2.268, 3.791)
C (1.627, 2.565, 3.444)
C (1.909, 2.996, 2.156)
C (0.896, 3.107, 1.213)
S (2.938, 2.310, 4.631)
O (4.108, 2.928, 4.051)
O (2.453, 2.837, 5.883)
O (3.072, 0.824, 4.673)
H (-1.288, 3.487, -0.154)
H (-2.363, 2.907, 0.975)
H (-1.718, 2.118, 3.126)
H (0.092, 1.965, 4.806)
H (2.931, 3.250, 1.906)
H (1.124, 3.434, 0.205)

The value obtained for the orbital gap is 0.219 Ha. As for the lowest unoccupied orbital energy: -1.98 eV. The total energy comes out at -83651.8953 eV. Its energy relative to the best compared isomer or geometry (same formula, charge and spin) is 0.0000 eV. The HOMO energy comes out at -7.9 eV.

Here are the Mulliken charges for atoms 1 to 6, given in e: 0.819 -0.632 -0.722 0.103 0.878 -0.667